# 1
{
  "formula": "C40H45Br2GeN4O2PSn",
  "method": "ωB97M-V/def2-TZVPD",
  "species": ["Sn", "C", "C", "C", "C", "C", "C", "Br", "C", "C", "Br", "C", "O", "C", "N", "H", "H", "H", "H", "H", "H", "C", "C", "C", "C", "C", "C", "Ge", "C", "C", "C", "C", "C", "C", "C", "C", "C", "C", "C", "C", "H", "H", "H", "H", "H", "H", "H", "H", "H", "H", "H", "H", "H", "H", "H", "O", "P", "N", "C", "C", "C", "C", "N", "C", "C", "C", "C", "N", "C", "C", "C", "C", "H", "H", "H", "H", "H", "H", "H", "H", "H", "H", "H", "H", "H", "H", "H", "H", "H", "H", "H", "H", "H", "H", "H", "H"],
  "positions_angstrom": [[0.1566, 1.4703, -0.9700], [3.8137, 0.7866, 0.0177], [3.1545, 1.9248, 0.7352], [3.9213, 2.5814, 1.7290], [3.3890, 3.6373, 2.4658], [2.0482, 4.0304, 2.1977], [1.3894, 5.0910, 2.9200], [2.2423, 6.0034, 4.3636], [0.0822, 5.4492, 2.6310], [-0.6495, 4.7474, 1.6668], [-2.4191, 5.2873, 1.3404], [-0.0525, 3.7323, 0.9107], [-0.7374, 3.0990, -0.0444], [1.3179, 3.3681, 1.1568], [1.8783, 2.2946, 0.4444], [4.7152, 1.1337, -0.5186], [3.1287, 0.3412, -0.7263], [4.1495, -0.0122, 0.7344], [4.9499, 2.2491, 1.8734], [3.9830, 4.1378, 3.2328], [-0.3811, 6.2411, 3.2209], [3.2224, 2.3135, -6.3698], [2.8569, 1.1210, -6.9788], [2.4938, 0.0239, -6.2138], [2.4020, 0.1284, -4.8336], [2.7329, 1.3601, -4.2373], [3.1846, 2.4227, -4.9869], [1.6447, -1.3576, -3.6993], [0.0267, -2.3629, -4.3846], [-1.0166, -1.6564, -4.9775], [-2.2019, -2.3116, -5.3254], [-2.3562, -3.6911, -5.1421], [-1.3005, -4.3895, -4.5454], [-0.1383, -3.7352, -4.1877], [2.7272, -2.1215, -2.1697], [2.0393, -2.5700, -1.0286], [2.7309, -3.2164, -0.0145], [4.1031, -3.3622, -0.0900], [4.8000, -2.8712, -1.1921], [4.1251, -2.2773, -2.2328], [3.5272, 3.1615, -6.9662], [2.8945, 1.0811, -8.0570], [2.2387, -0.9127, -6.7024], [2.7053, 1.4829, -3.1432], [3.5076, 3.3423, -4.5498], [-0.9331, -0.5887, -5.1930], [-3.0114, -1.7436, -5.7587], [-3.2644, -4.2059, -5.4279], [-1.3827, -5.4788, -4.3484], [0.6865, -4.3213, -3.7823], [0.9701, -2.4323, -0.9256], [2.1850, -3.6336, 0.8053], [4.6424, -3.8737, 0.6860], [5.8790, -3.0354, -1.2229], [4.6515, -1.9463, -3.1237], [-0.8820, -0.0906, 0.2389], [-1.7780, -0.2424, 1.4646], [-2.9359, 0.9656, 1.4829], [-3.7025, 1.4297, 0.3367], [-4.9932, 2.1028, 0.9374], [-4.8469, 2.0775, 2.4657], [-3.4398, 1.5102, 2.7703], [-2.5464, -1.7581, 1.4730], [-3.9259, -1.9387, 1.9560], [-4.0136, -3.3791, 2.4546], [-2.6167, -3.9906, 2.3104], [-1.8959, -3.0655, 1.3144], [-0.7810, -0.1781, 2.7806], [-1.1121, -0.7006, 4.1232], [-0.2803, 0.1658, 5.0826], [0.9587, 0.5710, 4.2735], [0.5710, 0.3957, 2.7771], [-3.8764, 0.5845, -0.3638], [-3.0784, 2.1445, -0.2365], [-5.9049, 1.6038, 0.5842], [-5.1322, 3.1397, 0.5702], [-5.6233, 1.4358, 2.9514], [-4.9589, 3.0709, 2.9452], [-3.4206, 0.7002, 3.5270], [-2.7445, 2.2860, 3.1353], [-4.6379, -1.7404, 1.1211], [-4.1730, -1.1820, 2.7299], [-4.7756, -3.9122, 1.8629], [-4.4162, -3.3974, 3.4816], [-2.6137, -5.0106, 1.9365], [-2.0434, -4.0056, 3.2708], [-2.0695, -3.3871, 0.2612], [-0.8110, -2.9578, 1.4454], [-0.7902, -1.7689, 4.1731], [-2.1970, -0.6404, 4.3308], [-0.0463, -0.3961, 5.9984], [-0.8727, 1.0337, 5.4624], [1.8346, -0.0708, 4.5398], [1.2827, 1.6001, 4.4820], [1.2644, -0.2869, 2.2629], [0.5724, 1.3469, 2.2246]],
  "atomic_forces_ev_per_a": [[-0.3, -1.4, 0.0], [-0.2, -0.7, -0.3], [-0.6, 0.3, 0.1], [-0.5, 0.9, 0.3], [-0.1, -0.9, -0.8], [0.0, -0.3, -0.7], [0.4, 0.3, 0.8], [-0.5, -0.7, -1.1], [-0.5, -0.3, 0.0], [-0.5, 1.7, 0.9], [0.6, -0.4, 0.0], [-1.0, -1.8, -2.4], [1.3, 1.2, 2.1], [2.1, -0.7, 0.9], [0.2, 1.3, 1.2], [-0.4, -0.1, 0.3], [0.4, 0.0, 0.4], [-0.4, 0.8, -0.6], [-0.3, 0.1, 0.1], [-0.2, -0.1, -0.2], [0.0, -0.2, -0.3], [-0.1, -0.2, 0.0], [0.4, 0.3, -0.1], [-0.6, -0.6, -0.4], [-0.6, -0.1, 1.4], [0.2, -0.4, 1.1], [-0.1, -0.2, -0.6], [0.6, -1.0, -1.2], [1.0, 0.9, 0.6], [-0.5, 0.4, -0.3], [0.1, -0.3, -0.1], [0.7, 0.5, 0.5], [-0.4, -0.8, -0.1], [0.8, -0.4, 0.5], [-1.0, 0.5, -0.3], [0.1, 0.1, -0.4], [-0.1, 0.2, -0.2], [0.0, 0.2, -0.3], [0.5, -0.5, 0.4], [-0.5, 0.6, -0.8], [0.0, 0.0, -0.1], [0.0, -0.3, -0.1], [0.0, 0.1, -0.1], [0.0, -0.2, -0.4], [0.0, 0.4, 0.4], [0.0, -0.3, 0.1], [0.0, 0.1, -0.1], [0.0, 0.1, 0.0], [0.1, 0.9, -0.3], [-0.2, 0.1, 0.1], [-0.1, -0.1, -0.1], [-0.2, -0.1, 0.4], [0.1, -0.1, 0.2], [-0.3, 0.2, -0.2], [0.1, 0.0, 0.2], [0.9, 1.0, -1.1], [-1.6, -1.4, 1.0], [1.1, -1.1, 1.0], [-0.1, 0.1, -0.8], [0.0, 0.3, -0.8], [-0.3, -0.4, 1.0], [0.5, -0.2, 0.1], [0.8, 2.2, 0.3], [-0.8, 1.2, -0.5], [-0.9, -0.3, 0.3], [1.0, 0.3, 0.5], [0.0, 0.2, -0.9], [-0.5, 0.3, -0.1], [0.0, -0.6, 0.0], [-0.7, 0.2, 0.6], [0.7, -0.2, 0.0], [0.0, 0.0, 0.0], [-0.3, 0.4, 0.5], [-0.5, 0.0, 0.2], [0.4, -0.2, 0.3], [0.4, -0.5, 0.1], [0.6, 0.4, -0.5], [0.1, -0.5, -0.5], [-0.3, 0.6, -0.3], [-0.3, -0.1, -0.1], [0.4, -0.3, 0.5], [0.2, -0.5, -0.3], [0.5, 0.1, 0.1], [0.4, -0.1, -0.3], [-0.2, -0.1, 0.0], [-0.6, 0.1, -0.6], [0.2, -0.1, 0.6], [-0.2, -0.2, 0.2], [-0.3, 0.7, 0.1], [0.6, -0.2, -0.1], [0.1, 0.1, -0.4], [0.4, -0.4, -0.6], [-0.7, 0.4, -0.3], [-0.2, -0.2, 0.0], [0.0, 0.1, 0.1], [-0.1, -0.3, 0.4]],
  "lowdin_charge": [1.39, -0.01, -0.26, 0.05, 0.05, -0.15, -0.52, 0.96, -0.12, -0.54, 0.96, -0.32, -0.27, -0.14, 0.02, 0.12, 0.04, 0.12, 0.14, 0.11, 0.12, -0.03, -0.04, -0.10, -0.30, -0.15, -0.07, 1.36, -0.31, -0.12, -0.05, -0.02, -0.06, -0.12, -0.31, -0.13, -0.07, -0.04, -0.06, -0.10, 0.12, 0.12, 0.11, 0.06, 0.11, 0.11, 0.11, 0.12, 0.13, 0.11, 0.09, 0.11, 0.12, 0.13, 0.11, -0.50, 0.64, -0.21, -0.18, -0.14, -0.15, -0.18, -0.19, -0.19, -0.15, -0.15, -0.19, -0.19, -0.17, -0.15, -0.14, -0.18, 0.12, 0.08, 0.11, 0.11, 0.13, 0.12, 0.09, 0.10, 0.12, 0.10, 0.12, 0.12, 0.11, 0.12, 0.13, 0.10, 0.13, 0.11, 0.12, 0.12, 0.13, 0.10, 0.11, 0.07],
  "orbital_gap_ev": [6.56, 4.30],
  "multiplicity": 2,
  "s2": 0.772,
  "charge": 3,
  "homo_ev": [-15.592, -15.590]
}

=====

# 2
{
  "formula": "C26H28F6N2O18",
  "method": "ωB97M-V/def2-TZVPD",
  "species": ["C", "C", "O", "C", "O", "O", "F", "H", "H", "H", "C", "C", "O", "C", "O", "O", "F", "H", "H", "H", "C", "C", "O", "C", "O", "O", "F", "H", "H", "H", "C", "C", "O", "C", "O", "O", "F", "H", "H", "H", "C", "C", "O", "C", "O", "O", "F", "H", "H", "H", "C", "C", "O", "C", "O", "O", "F", "H", "H", "H", "N", "C", "C", "C", "C", "H", "H", "H", "H", "H", "N", "C", "C", "C", "C", "H", "H", "H", "H", "H"],
  "positions_angstrom": [[19.4239, 0.0367, 13.1033], [20.9244, -0.2389, 13.0918], [20.9895, -0.8408, 14.3571], [20.0890, -0.2437, 15.1773], [19.9757, -0.4551, 16.3197], [19.2412, 0.5426, 14.4363], [21.6826, 0.9180, 12.9656], [18.8673, -0.8805, 12.9104], [19.0971, 0.8130, 12.4115], [21.1209, -0.6820, 12.1155], [22.3966, 2.6530, 16.8648], [22.9398, 3.1019, 15.4799], [22.3400, 4.3202, 15.3705], [21.2600, 4.4214, 16.1448], [20.3466, 5.1910, 16.1066], [21.2517, 3.4581, 17.0109], [22.2994, 2.3060, 14.7925], [23.1688, 2.8337, 17.6125], [22.2689, 1.5723, 16.9274], [23.9934, 3.0404, 15.2075], [28.2905, -4.8968, 18.3063], [28.4749, -6.2525, 17.4928], [27.2399, -6.8469, 17.8855], [26.3383, -5.9575, 18.1622], [25.1975, -6.1530, 18.6333], [26.8398, -4.7296, 18.0497], [29.4589, -6.9961, 18.0607], [28.8930, -4.0576, 17.9588], [28.4528, -5.1033, 19.3642], [28.6248, -6.2871, 16.4137], [27.7255, 4.6085, 15.1727], [28.7682, 3.9570, 14.3662], [28.3730, 2.5905, 14.5629], [27.2782, 2.4844, 15.3230], [26.6150, 1.4636, 15.5236], [26.8776, 3.7103, 15.6705], [29.8572, 4.2555, 15.0031], [27.0889, 5.1547, 14.4766], [28.1394, 5.3171, 15.8901], [28.8323, 4.4103, 13.3770], [27.9912, -1.6951, 13.0890], [28.7522, -0.9580, 14.1766], [29.7718, -0.1825, 13.5053], [29.9568, -0.7310, 12.2771], [30.7654, -0.1637, 11.5555], [28.9278, -1.6169, 12.0066], [29.3776, -1.7665, 14.9478], [27.0111, -1.2225, 13.0239], [27.8818, -2.7718, 13.2185], [28.1088, -0.3509, 14.8135], [24.9886, 1.5497, 10.0611], [26.4061, 1.6285, 10.5664], [26.4023, 0.8772, 11.6900], [25.0830, 0.4333, 12.0020], [24.7279, -0.4611, 12.7221], [24.3064, 1.1658, 11.2994], [26.7151, 2.8939, 11.0830], [24.7549, 0.7279, 9.3843], [24.5986, 2.5129, 9.7322], [27.2080, 1.3132, 9.8989], [25.5446, -2.2677, 17.0471], [25.3370, -1.3455, 16.0463], [24.0402, -1.0472, 16.2496], [23.5661, -1.5089, 17.4036], [24.4195, -2.4226, 17.8651], [26.3918, -2.7798, 17.2470], [26.0284, -1.0998, 15.2539], [23.4864, -0.4462, 15.5435], [22.5940, -1.2678, 17.8076], [24.4440, -3.1404, 18.6717], [29.8646, -1.0336, 17.8157], [30.2659, -1.0908, 19.1289], [29.2017, -0.7628, 19.9582], [28.1194, -0.5072, 19.1686], [28.5420, -0.7164, 17.9015], [30.3126, -1.3336, 16.9616], [31.2588, -1.3859, 19.4347], [29.1690, -0.6001, 21.0254], [27.2247, -0.0882, 19.6048], [27.9626, -0.3559, 17.0644]],
  "atomic_forces_ev_per_a": [[0.1, 1.9, -0.4], [-2.2, 1.2, -1.4], [2.2, -0.2, -0.8], [-1.6, 0.7, -1.2], [0.5, -0.1, 1.5], [0.4, -1.3, 0.1], [-0.4, -0.6, 0.7], [0.0, -0.1, 0.2], [0.1, -0.1, 0.0], [0.7, -1.7, 0.9], [3.0, 0.3, 1.3], [1.2, 1.3, 5.6], [1.0, 3.2, -1.8], [-2.3, 1.1, 0.0], [1.1, 0.5, -0.8], [0.4, -2.6, 2.0], [-3.4, -5.1, -6.7], [-0.3, 0.6, 0.7], [-0.8, 0.2, -0.4], [0.2, 0.8, 0.5], [-0.7, -1.2, -2.0], [0.0, 0.6, 2.3], [1.0, -2.1, -1.2], [-5.7, 0.0, 3.1], [4.0, 0.3, -2.3], [2.1, 1.7, 0.4], [0.0, 0.1, -0.2], [-0.4, 0.0, -0.1], [0.0, 0.0, -0.1], [-0.2, 0.4, 0.0], [-1.3, 4.7, -2.0], [-2.2, 0.0, 0.8], [1.4, -0.9, -1.2], [-2.4, -1.3, -0.4], [2.3, 2.1, -0.1], [-1.7, -3.3, 2.4], [3.9, -0.5, 0.9], [0.2, 0.8, 0.0], [0.0, -0.3, 0.2], [0.0, -1.4, -0.6], [1.1, -0.1, 0.3], [-1.3, 2.8, -2.1], [-1.8, -1.3, 1.3], [0.0, 3.3, -1.8], [-1.9, -3.0, 0.9], [1.2, 1.0, -1.0], [2.5, -3.5, 3.4], [0.1, 0.1, -1.2], [-0.2, 0.2, 0.7], [0.1, 0.7, -0.4], [-0.9, 0.3, 0.9], [0.6, 1.1, 0.3], [-0.3, -3.4, 2.0], [1.1, -1.0, 0.6], [1.5, 1.1, -0.2], [-2.2, 1.4, -2.0], [-0.2, 0.2, -1.1], [0.5, 0.3, -0.4], [0.0, -0.2, 0.0], [-0.1, 0.2, -0.1], [1.4, -1.3, 1.1], [0.0, -1.6, 0.6], [-0.1, 4.4, -4.4], [-3.7, -1.1, 2.5], [3.0, -0.4, 0.2], [-0.3, 0.0, -0.3], [-0.2, -0.2, 0.2], [-0.1, 0.3, 0.1], [-0.1, -0.3, -0.1], [-0.1, 0.2, 0.0], [-0.9, -0.3, 1.6], [1.6, -0.8, -0.8], [-0.8, 0.6, 1.2], [-0.2, 0.2, 3.1], [-0.6, 1.2, -3.8], [0.3, 0.1, 0.0], [0.1, 0.1, -0.2], [0.6, -0.3, 0.0], [-0.4, -0.3, -0.8], [0.0, -0.5, -0.5]],
  "lowdin_charge": [-0.07, -0.28, 0.13, -0.56, 0.21, 0.08, 0.03, 0.14, 0.14, 0.17, -0.04, -0.41, 0.17, -0.59, 0.18, 0.13, 0.14, 0.13, 0.13, 0.17, 0.02, -0.23, 0.16, -0.57, 0.14, 0.01, 0.07, 0.11, 0.14, 0.18, -0.14, -0.31, 0.16, -0.50, 0.11, 0.11, 0.12, 0.15, 0.16, 0.19, -0.04, -0.37, 0.12, -0.47, 0.15, 0.07, 0.10, 0.10, 0.15, 0.12, 0.02, -0.31, 0.09, -0.53, 0.17, 0.09, 0.03, 0.15, 0.15, 0.18, 0.00, -0.11, -0.15, -0.12, -0.08, 0.10, 0.08, 0.10, 0.12, 0.12, 0.14, 0.04, 0.01, 0.01, -0.02, 0.16, 0.15, 0.14, 0.15, 0.12],
  "orbital_gap_ev": [7.02, 2.80],
  "multiplicity": 2,
  "s2": 0.762,
  "charge": 1,
  "homo_ev": [-10.515, -10.504]
}

=====

# 3
{
  "formula": "FH3P2S",
  "method": "ωB97M-V/def2-TZVPD",
  "species": ["F", "P", "P", "S", "H", "H", "H"],
  "positions_angstrom": [[-1.5282, -0.8332, 0.7036], [0.2215, -0.0920, -1.5019], [-0.3728, 0.3848, 0.5019], [-1.4052, 1.9610, 0.9134], [0.5412, -1.3240, -1.0136], [1.4567, 0.4263, -1.3338], [1.0867, -0.5229, 1.7304]],
  "atomic_forces_ev_per_a": [[2.0, 1.0, -0.4], [-1.7, 0.4, -1.0], [-1.3, -2.1, 3.0], [1.3, -0.2, -0.2], [0.5, -1.2, 0.2], [1.5, 0.6, 0.2], [-2.3, 1.6, -1.8]],
  "lowdin_charge": [-0.44, 0.59, -0.06, 0.15, -0.16, -0.17, 0.09],
  "orbital_gap_ev": [7.99, 7.99],
  "charge": 0,
  "homo_ev": [-9.364, -9.364]
}